Record 1
{
  "formula": "C4H7N",
  "method": "ωB97M-V with the def2-TZVPD basis set",
  "homo_lumo_gap_ha": 0.3800,
  "de_lowest_ev": 2.0307,
  "max_force_ev_per_a": 3.17,
  "symbols": ["C", "C", "C", "C", "H", "H", "H", "H", "H", "H", "H", "N"],
  "xyz": [[-1.3314, -0.5060, 1.0345], [-0.5573, 0.5882, 0.7796], [0.3798, 0.7578, -0.3490], [0.6816, -0.4300, -1.2270], [-1.4433, -1.3121, 0.3272], [-1.9025, -0.4626, 1.9133], [-0.5772, 1.4739, 1.4199], [0.2837, 1.7259, -0.8957], [0.3401, -1.3531, -0.8318], [0.7067, -0.2791, -2.3042], [1.7496, -0.3901, 0.4735], [1.6702, 0.1872, -0.3403]],
  "nbo_charge": [-0.396, -0.184, -0.128, -0.269, 0.199, 0.200, 0.201, 0.199, 0.188, 0.204, 0.350, -0.565]
}

Record 2
{
  "formula": "C25H30CaN3O9",
  "method": "ωB97M-V with the def2-TZVPD basis set",
  "homo_lumo_gap_ha": 0.1834,
  "charge": -1,
  "de_lowest_ev": 1.6945,
  "max_force_ev_per_a": 3.49,
  "symbols": ["O", "C", "C", "H", "H", "C", "H", "H", "C", "H", "H", "H", "C", "H", "H", "H", "Ca", "C", "C", "C", "H", "C", "C", "H", "H", "H", "H", "C", "C", "C", "H", "C", "C", "H", "H", "H", "H", "O", "C", "C", "H", "H", "C", "H", "H", "C", "H", "H", "H", "H", "O", "N", "O", "C", "C", "C", "C", "O", "C", "C", "N", "O", "O", "N", "O", "O", "H", "H"],
  "xyz": [[-3.3069, 1.0973, -2.7773], [-3.0016, 0.6412, -4.1764], [-4.1004, 1.3994, -4.8949], [-3.1299, -0.4538, -4.2430], [-2.0050, 0.9800, -4.5087], [-4.4748, 1.7272, -3.4346], [-4.7422, 0.7370, -5.4702], [-3.7179, 2.2447, -5.4689], [-5.7973, 1.0633, -3.0833], [-5.8402, 0.0211, -3.4162], [-6.6276, 1.5935, -3.5738], [-5.9642, 1.1032, -2.0019], [-4.5702, 3.2290, -3.2618], [-3.7278, 3.7574, -3.7254], [-4.6610, 3.4862, -2.2047], [-5.4868, 3.5831, -3.7545], [0.3791, 0.0238, 0.8663], [1.6349, 2.5318, 2.2006], [2.8127, 2.0716, 1.5548], [2.6555, 2.2568, 0.1555], [3.7062, 1.7141, 2.0567], [1.3583, 2.8170, -0.0715], [0.7298, 2.9979, 1.2034], [-0.2305, 3.4875, 1.3902], [1.4816, 2.5811, 3.2757], [3.4262, 2.0857, -0.5994], [0.9541, 3.1478, -1.0351], [-0.6611, -0.6170, 3.5393], [-1.1680, 0.6828, 3.3249], [-1.9833, 0.6582, 2.1632], [-1.0286, 1.5214, 4.0032], [-1.9825, -0.6780, 1.6531], [-1.1495, -1.4636, 2.5124], [-1.0400, -2.5422, 2.4827], [-0.1056, -0.9338, 4.4165], [-2.5923, 1.4846, 1.7998], [-2.5808, -1.0577, 0.8259], [-0.8679, -1.3117, -3.8822], [-0.5754, -0.5613, -2.6466], [0.4920, 0.4606, -3.0402], [-0.1724, -1.2941, -1.9243], [-1.4910, -0.1361, -2.2095], [1.3076, -0.3702, -4.0720], [1.1029, 0.8336, -2.2004], [0.0399, 1.3270, -3.5554], [0.4278, -1.5682, -4.4842], [2.1731, -0.7831, -3.5500], [1.6381, 0.2534, -4.9043], [0.7844, -2.4782, -3.9578], [0.4124, -1.7455, -5.5809], [5.9152, -3.8334, 5.8882], [5.1956, -4.2141, 4.9367], [5.2584, -5.3597, 4.4434], [4.2514, -3.2628, 4.3570], [4.2190, -1.9691, 4.8924], [3.3771, -1.0152, 4.3345], [2.5957, -1.2815, 3.1453], [1.9285, -0.3761, 2.5539], [2.5960, -2.6620, 2.6753], [3.4510, -3.6106, 3.2539], [1.7846, -3.0606, 1.5534], [1.8191, -4.2552, 1.2282], [1.0545, -2.2255, 0.8873], [3.2062, 0.2839, 4.9926], [4.1906, 0.7921, 5.5685], [2.0678, 0.7896, 4.9794], [4.8452, -1.7309, 5.7534], [3.5104, -4.6146, 2.8421]],
  "nbo_charge": [-0.552, -0.061, -0.481, 0.201, 0.184, 0.267, 0.208, 0.202, -0.621, 0.209, 0.205, 0.219, -0.617, 0.211, 0.218, 0.205, 1.790, -0.354, -0.338, -0.405, 0.198, -0.442, -0.403, 0.208, 0.219, 0.197, 0.198, -0.324, -0.332, -0.403, 0.216, -0.494, -0.411, 0.208, 0.210, 0.213, 0.215, -0.549, -0.101, -0.442, 0.157, 0.231, -0.439, 0.238, 0.206, -0.076, 0.209, 0.208, 0.167, 0.190, -0.403, 0.518, -0.401, -0.083, -0.104, -0.078, 0.518, -0.699, -0.115, -0.079, 0.524, -0.370, -0.517, 0.511, -0.399, -0.332, 0.273, 0.271]
}

Record 3
{
  "formula": "H3NOP",
  "method": "ωB97M-V with the def2-TZVPD basis set",
  "homo_lumo_gap_ha": 0.2887,
  "charge": -1,
  "de_lowest_ev": 3.9230,
  "max_force_ev_per_a": 3.45,
  "symbols": ["N", "O", "P", "H", "H", "H"],
  "xyz": [[-0.3829, -0.8472, 0.1318], [-1.4578, 0.1478, -0.1497], [0.4058, 0.6162, 0.1574], [-0.7567, -1.1093, 1.1076], [0.4868, 0.9377, -1.3108], [1.7048, 0.2548, 0.0637]],
  "nbo_charge": [-0.722, -0.822, 0.549, 0.328, -0.108, -0.225]
}

Record 4
{
  "formula": "C3H5F2N",
  "method": "ωB97M-V with the def2-TZVPD basis set",
  "spin_multiplicity": 3,
  "s_squared": 2.01,
  "homo_lumo_gap_ha": [0.2684, 0.3268],
  "de_lowest_ev": 1.9321,
  "max_force_ev_per_a": 4.44,
  "symbols": ["C", "C", "C", "N", "F", "F", "H", "H", "H", "H", "H"],
  "xyz": [[1.4336, -0.9360, -0.8007], [0.4853, 1.1296, 0.0127], [-1.6043, 0.0611, 0.5109], [1.3572, 0.1155, -0.1605], [-2.1414, 0.7050, 1.5617], [-1.3160, -1.1810, 1.0434], [2.4581, -1.4177, -0.7753], [0.6486, -1.5944, -1.0223], [0.6432, 1.6791, 0.8997], [0.3473, 1.6228, -0.9174], [-2.3116, -0.1839, -0.3523]],
  "nbo_charge": [-0.140, -0.270, 0.577, -0.307, -0.338, -0.370, 0.172, 0.175, 0.194, 0.185, 0.123]
}

Record 5
{
  "formula": "C2H3BrClNO",
  "method": "ωB97M-V with the def2-TZVPD basis set",
  "spin_multiplicity": 3,
  "s_squared": 2.01,
  "homo_lumo_gap_ha": [0.2487, 0.2801],
  "de_lowest_ev": 0.4834,
  "max_force_ev_per_a": 8.64,
  "symbols": ["C", "C", "N", "O", "Cl", "Br", "H", "H", "H"],
  "xyz": [[-0.1076, 1.3473, -0.5365], [-0.5154, -1.0045, 0.4658], [0.5220, 0.1536, -0.1982], [-1.3013, 1.5257, -0.6342], [0.0535, -2.5763, -0.1314], [2.2769, -0.0334, 0.1959], [0.7763, 2.0400, -0.6636], [-0.3052, -0.7389, 1.4603], [-1.3992, -0.7134, 0.0419]],
  "nbo_charge": [0.479, -0.224, -0.501, -0.510, -0.005, 0.178, 0.134, 0.221, 0.228]
}

Record 6
{
  "formula": "H12O6",
  "method": "ωB97M-V with the def2-TZVPD basis set",
  "homo_lumo_gap_ha": 0.4211,
  "de_lowest_ev": 2.4304,
  "max_force_ev_per_a": 3.98,
  "symbols": ["H", "H", "H", "H", "H", "H", "H", "H", "H", "H", "H", "H", "O", "O", "O", "O", "O", "O"],
  "xyz": [[-0.2540, 0.5381, -1.0691], [0.1554, 1.3128, 0.0690], [2.8588, -2.6735, -1.3756], [3.7072, -2.4240, -2.6231], [4.1632, 3.2162, 1.2479], [3.4668, 3.4848, 0.0194], [-4.0490, 0.9856, -0.3721], [-3.8259, 2.0968, -1.2363], [-3.3630, -1.7594, 0.8149], [-3.6664, -2.1822, -0.5175], [0.2042, -0.8224, 3.0862], [0.9737, -1.7018, 2.0267], [0.4983, 1.0476, -0.7514], [3.7505, -2.4995, -1.5853], [3.5549, 2.7939, 0.5969], [-4.5643, 1.5568, -0.8649], [-3.7894, -1.3701, 0.0470], [0.1792, -1.5998, 2.4874]],
  "nbo_charge": [0.460, 0.461, 0.461, 0.468, 0.460, 0.457, 0.467, 0.455, 0.469, 0.469, 0.478, 0.475, -0.920, -0.929, -0.917, -0.922, -0.937, -0.954]
}